Run one
The following is a quantum chemistry calculation of a gas-phase ion, C19H21F3N (charge +1), from the Open Molecules 2025 dataset.

```
44
Properties=species:S:1:pos:R:3:mulliken_charge:R:1
C -2.431 0.843 -0.375 -0.920
N -0.917 0.908 -0.405 0.184
C -0.286 -0.079 0.902 -0.498
C 1.167 0.036 1.394 0.735
C 1.438 0.775 2.575 -0.370
C 2.728 0.877 3.110 -0.678
C 3.799 0.207 2.500 -0.578
C 3.529 -0.509 1.340 -0.270
F 4.596 -0.986 0.601 -0.296
C 2.252 -0.615 0.788 -0.103
C -0.786 -1.529 0.816 0.594
C -0.102 -2.571 0.183 -0.471
C -0.836 -3.685 -0.237 0.411
F -0.268 -4.561 -1.141 -0.307
C -2.149 -3.925 0.138 -0.803
C -2.698 -2.994 1.011 0.565
F -4.002 -3.163 1.437 -0.298
C -2.016 -1.854 1.423 -0.869
C -0.465 2.400 -0.372 -0.637
C -0.181 3.085 -1.703 -0.618
C 0.659 2.256 -2.654 -0.692
C 0.081 0.844 -2.842 -0.899
C -0.327 0.128 -1.556 0.045
H -2.650 -0.230 -0.308 0.413
H -2.842 1.335 0.517 0.367
H -2.895 1.252 -1.274 0.338
H -0.948 0.512 1.575 0.556
H 0.619 1.273 3.114 0.387
H 2.927 1.484 4.006 0.387
H 4.829 0.325 2.848 0.456
H 2.131 -1.124 -0.163 0.450
H 0.940 -2.533 -0.118 0.346
H -2.755 -4.717 -0.293 0.498
H -2.490 -1.150 2.118 0.463
H -1.269 2.949 0.120 0.289
H 0.399 2.379 0.283 0.496
H -1.108 3.396 -2.200 0.378
H 0.356 4.013 -1.478 0.347
H 0.706 2.729 -3.645 0.360
H 1.695 2.180 -2.292 0.333
H -0.779 0.858 -3.532 0.397
H 0.838 0.185 -3.317 0.352
H 0.554 -0.336 -1.094 -0.181
H -1.039 -0.668 -1.800 0.341
```

Summary:
Frontier orbital gap in eV: 9.01
Structure (SMILES): C[N+]1([C@H](c2cccc(F)c2)c2cc(F)cc(F)c2)CCCCC1
E_HOMO in Eh: -0.4643
Net charge: +1



Run two
The following is a quantum chemistry calculation of 2 unconnected molecules or ions with the total composition C19H21F3N, from the Open Molecules 2025 dataset.

```
44
Properties=species:S:1:pos:R:3:mulliken_charge:R:1
C -0.097 -1.188 -1.862 -0.853
N 0.560 -0.061 -2.467 0.021
C -0.340 0.988 -2.903 -0.534
C 0.385 2.079 -3.687 -0.724
C 1.571 2.624 -2.895 -0.667
C 2.488 1.480 -2.473 -0.826
C 1.707 0.406 -1.720 -0.317
H 0.633 -1.984 -1.652 0.308
H -0.594 -0.940 -0.902 0.152
H -0.864 -1.591 -2.539 0.383
H -1.136 0.534 -3.512 0.379
H -0.822 1.461 -2.019 0.267
H 0.747 1.652 -4.630 0.327
H -0.324 2.876 -3.927 0.348
H 2.127 3.346 -3.499 0.303
H 1.203 3.142 -2.002 0.303
H 2.933 1.026 -3.367 0.347
H 3.299 1.840 -1.834 0.353
H 1.375 0.834 -0.745 0.121
H 2.352 -0.458 -1.498 0.388
F 3.124 -2.393 2.380 -0.295
C 1.846 -2.697 1.962 0.158
C 1.616 -3.970 1.450 -0.569
C 0.309 -4.235 1.036 0.268
F 0.027 -5.481 0.525 -0.295
C -0.708 -3.307 1.114 -0.884
C -0.464 -2.002 1.651 1.245
C -1.578 -1.127 1.712 -0.449
C -1.688 0.208 2.187 1.208
C -2.984 0.806 2.126 -0.803
C -3.229 2.086 2.585 -0.584
C -2.189 2.857 3.133 -0.439
C -0.924 2.281 3.182 0.052
F 0.104 3.027 3.715 -0.293
C -0.633 1.002 2.730 -0.562
C 0.869 -1.718 2.076 -0.622
H 2.402 -4.714 1.376 0.522
H -1.718 -3.542 0.780 0.469
H -2.521 -1.586 1.394 0.265
H -3.784 0.200 1.700 0.395
H -4.235 2.500 2.523 0.411
H -2.360 3.864 3.499 0.479
H 0.380 0.632 2.804 0.625
H 1.133 -0.756 2.491 0.618
```

Summary:
Frontier orbital gap in eV: 4.12
E_HOMO in Eh: -0.3967
Net charge: +1



run one is the most stable structure; the next one sits 0.295 eV above it.



Run one
The following is a quantum chemistry calculation of C4H9NO3S in the gas phase, from the Open Molecules 2025 dataset.

```
18
Properties=species:S:1:pos:R:3:mulliken_charge:R:1
C -2.264 -1.285 0.267 -0.798
C -1.835 0.154 0.428 -0.475
C 0.586 -0.332 -0.833 0.562
C 2.209 1.312 0.214 -0.785
H -3.202 -1.237 -0.379 0.250
H -1.504 -1.871 -0.335 0.256
H -2.599 -1.598 1.306 0.282
H -2.844 0.699 0.415 0.339
H -1.311 0.294 1.482 0.318
H 1.612 2.229 -0.220 0.324
H 2.185 1.405 1.397 0.236
H 3.364 1.268 -0.257 0.274
H 2.164 -1.691 -0.455 0.366
N 1.709 0.059 -0.239 0.267
O -0.410 2.201 -0.515 -0.633
O 0.482 -1.508 -1.338 -0.755
O 2.622 -0.987 0.038 -0.450
S -0.962 0.888 -0.975 0.423
```

Summary:
Frontier orbital gap in eV: 10.05
E_HOMO in Eh: -0.3480



Run two
The following is a quantum chemistry calculation of a molecular structure, C4H9NO3S, from the Open Molecules 2025 dataset.

```
18
Properties=species:S:1:pos:R:3:mulliken_charge:R:1
C -1.961 -1.051 1.069 0.710
C 1.097 -1.125 -0.631 -1.244
C -0.014 0.019 -0.945 -0.044
C -0.774 0.417 0.332 -0.200
N 0.166 0.415 1.509 -0.268
O -1.239 -1.603 1.908 -0.632
O -3.117 -1.101 0.606 -0.592
O 0.788 1.090 -1.467 -0.493
S -1.807 1.786 0.325 -0.175
H 1.178 -1.683 -1.562 0.365
H 0.608 -1.823 0.122 0.329
H 2.123 -0.779 -0.300 0.372
H -0.600 -0.385 -1.825 0.330
H -0.142 1.242 2.128 0.420
H -0.252 -0.460 2.085 0.398
H 1.134 0.338 1.166 0.263
H 0.286 1.855 -1.450 0.306
H -2.805 1.137 0.630 0.156
```

Summary:
Frontier orbital gap in eV: 9.33
E_HOMO in Eh: -0.3305



run two is the most stable structure; the next one sits 1.978 eV above it.